{
  "formula": "ArH28O14",
  "method": "wB97M-V/def2-TZVPD",
  "e_tot_ev": -43475.4975,
  "max_force_ev_per_a": 1.07,
  "e_above_lowest_ev": 0.323,
  "symbols": ["Ar", "O", "H", "H", "O", "H", "H", "O", "H", "H", "O", "H", "H", "O", "H", "H", "O", "H", "H", "O", "H", "H", "O", "H", "H", "O", "H", "H", "O", "H", "H", "O", "H", "H", "O", "H", "H", "O", "H", "H", "O", "H", "H"],
  "coordinates": [[-9.223, -7.008, -17.651], [-9.605, -10.445, -17.526], [-8.657, -10.574, -17.574], [-9.936, -10.791, -18.355], [-6.392, -5.675, -17.916], [-6.924, -5.135, -17.332], [-5.668, -5.106, -18.176], [-9.851, -4.857, -19.992], [-9.989, -5.804, -19.995], [-10.461, -4.527, -19.333], [-5.461, -7.755, -19.514], [-6.013, -7.166, -18.999], [-4.760, -8.012, -18.915], [-10.883, -4.199, -15.945], [-11.551, -3.855, -15.353], [-11.329, -4.286, -16.787], [-10.680, -6.402, -14.297], [-11.233, -7.095, -14.656], [-10.691, -5.716, -14.965], [-12.178, -8.223, -16.084], [-12.366, -9.110, -15.777], [-13.000, -7.747, -15.962], [-12.416, -4.464, -18.493], [-12.675, -5.377, -18.368], [-13.243, -3.987, -18.560], [-6.117, -7.625, -15.994], [-6.137, -7.026, -16.741], [-6.273, -8.489, -16.374], [-9.856, -9.395, -14.350], [-9.752, -9.197, -15.280], [-9.197, -8.853, -13.914], [-8.196, -7.278, -13.559], [-7.711, -7.352, -14.381], [-9.010, -6.837, -13.800], [-12.363, -7.149, -19.082], [-11.771, -7.465, -19.766], [-12.192, -7.722, -18.335], [-10.277, -7.577, -20.890], [-10.710, -7.639, -21.741], [-9.449, -8.043, -21.007], [-7.910, -3.889, -16.208], [-8.816, -4.168, -16.074], [-7.625, -3.579, -15.349]],
  "nbo_charge": [0.000, -0.941, 0.473, 0.470, -0.990, 0.521, 0.488, -0.961, 0.475, 0.476, -0.961, 0.487, 0.463, -0.980, 0.486, 0.509, -0.989, 0.496, 0.484, -0.956, 0.495, 0.473, -0.980, 0.505, 0.480, -0.970, 0.488, 0.462, -0.978, 0.463, 0.493, -0.983, 0.482, 0.495, -0.992, 0.499, 0.489, -0.963, 0.488, 0.496, -0.970, 0.499, 0.481]
}

---

{
  "formula": "C10H22Si",
  "method": "wB97M-V/def2-TZVPD",
  "e_tot_ev": -18601.8059,
  "max_force_ev_per_a": 3.50,
  "e_above_lowest_ev": 1.421,
  "symbols": ["C", "C", "C", "C", "Si", "C", "C", "H", "H", "H", "H", "H", "H", "H", "H", "H", "H", "H", "H", "H", "H", "C", "C", "C", "C", "H", "H", "H", "H", "H", "H", "H", "H"],
  "coordinates": [[-2.872, 0.352, -2.105], [-2.166, -0.944, -1.622], [-0.670, -0.792, -1.551], [0.050, -1.161, -0.521], [-0.383, -1.933, 1.168], [0.568, -3.624, 1.146], [0.451, -0.858, 2.466], [-2.341, 0.806, -2.988], [-3.951, 0.063, -2.217], [-2.740, 0.996, -1.292], [-2.276, -1.642, -2.364], [-2.401, -1.164, -0.526], [-0.246, -0.271, -2.316], [1.022, -0.892, -0.454], [-1.800, -2.139, 1.635], [0.012, -4.127, 1.898], [0.361, -4.137, 0.174], [1.561, -3.493, 1.440], [0.111, 0.177, 2.471], [0.313, -1.082, 3.452], [1.537, -0.973, 2.358], [2.297, 1.769, 1.087], [1.388, 2.148, 0.179], [1.886, 2.247, -1.274], [-0.056, 2.527, 0.365], [2.168, 1.806, 2.137], [3.300, 1.718, 0.889], [2.936, 1.866, -1.306], [1.804, 3.326, -1.514], [1.176, 1.564, -1.901], [-0.156, 2.705, 1.445], [-0.611, 1.682, -0.175], [-0.273, 3.483, -0.185]],
  "nbo_charge": [-0.605, -0.440, -0.122, -0.617, 1.295, -1.054, -1.096, 0.206, 0.216, 0.201, 0.208, 0.211, 0.175, 0.209, -0.184, 0.224, 0.237, 0.230, 0.238, 0.235, 0.235, -0.441, 0.064, -0.647, -0.671, 0.187, 0.187, 0.217, 0.215, 0.206, 0.226, 0.235, 0.218]
}

---

{
  "formula": "C22H32N2O3",
  "method": "wB97M-V/def2-TZVPD",
  "e_tot_ev": -32457.0138,
  "max_force_ev_per_a": 0.64,
  "e_above_lowest_ev": 0.740,
  "symbols": ["C", "C", "O", "C", "C", "C", "C", "O", "C", "C", "O", "N", "C", "C", "N", "C", "C", "C", "C", "C", "C", "C", "C", "C", "C", "C", "C", "H", "H", "H", "H", "H", "H", "H", "H", "H", "H", "H", "H", "H", "H", "H", "H", "H", "H", "H", "H", "H", "H", "H", "H", "H", "H", "H", "H", "H", "H", "H", "H"],
  "coordinates": [[-8.007, -0.456, -0.180], [-6.887, 0.435, -0.663], [-7.112, 1.510, -1.178], [-5.503, -0.059, -0.482], [-5.189, -1.285, 0.098], [-3.875, -1.692, 0.238], [-2.839, -0.874, -0.204], [-1.518, -1.172, -0.116], [-1.122, -2.382, 0.492], [0.408, -2.475, 0.548], [0.953, -3.293, 1.262], [1.044, -1.637, -0.278], [2.477, -1.459, -0.237], [2.854, 0.046, -0.284], [1.782, 0.759, 0.432], [1.647, 2.194, 0.265], [0.251, 2.629, 0.713], [0.019, 2.276, 2.176], [0.285, 0.788, 2.358], [1.686, 0.449, 1.853], [2.912, 0.494, -1.758], [4.037, -0.166, -2.554], [5.384, 0.092, -1.888], [5.363, -0.406, -0.447], [4.245, 0.268, 0.343], [-3.145, 0.359, -0.789], [-4.454, 0.754, -0.923], [-7.908, -0.636, 0.888], [-7.979, -1.410, -0.701], [-8.959, 0.031, -0.375], [-5.968, -1.943, 0.450], [-3.668, -2.649, 0.691], [-1.493, -3.248, -0.074], [-1.496, -2.455, 1.521], [0.512, -0.883, -0.691], [2.921, -1.985, -1.084], [2.844, -1.941, 0.673], [1.758, 2.467, -0.782], [2.403, 2.749, 0.850], [0.140, 3.703, 0.553], [-0.489, 2.112, 0.100], [-1.003, 2.524, 2.470], [0.702, 2.851, 2.806], [0.200, 0.504, 3.409], [-0.446, 0.217, 1.785], [1.877, -0.609, 2.023], [2.421, 1.028, 2.440], [3.101, 1.566, -1.800], [1.949, 0.299, -2.234], [3.879, -1.241, -2.651], [4.038, 0.251, -3.564], [6.179, -0.407, -2.445], [5.593, 1.165, -1.896], [5.223, -1.488, -0.435], [6.320, -0.190, 0.032], [4.251, -0.108, 1.368], [4.435, 1.344, 0.379], [-2.335, 0.983, -1.131], [-4.700, 1.704, -1.373]],
  "nbo_charge": [-0.717, 0.577, -0.544, -0.204, -0.170, -0.265, 0.327, -0.505, -0.158, 0.657, -0.634, -0.610, -0.245, 0.170, -0.487, -0.218, -0.384, -0.403, -0.394, -0.228, -0.411, -0.397, -0.397, -0.397, -0.430, -0.267, -0.124, 0.229, 0.229, 0.240, 0.217, 0.216, 0.203, 0.206, 0.428, 0.203, 0.228, 0.204, 0.159, 0.206, 0.195, 0.209, 0.193, 0.207, 0.201, 0.212, 0.167, 0.205, 0.207, 0.194, 0.212, 0.210, 0.193, 0.197, 0.211, 0.213, 0.202, 0.224, 0.239]
}

---

{
  "formula": "C22H15Cl5N5OPt",
  "method": "wB97M-V/def2-TZVPD",
  "e_tot_ev": -98411.1046,
  "total_charge": 1,
  "max_force_ev_per_a": 0.48,
  "e_above_lowest_ev": 0.000,
  "symbols": ["Pt", "C", "N", "C", "C", "N", "C", "C", "C", "C", "C", "C", "N", "C", "N", "C", "C", "C", "C", "C", "C", "N", "H", "H", "H", "H", "H", "H", "H", "H", "H", "H", "H", "H", "H", "H", "H", "Cl", "C", "C", "Cl", "C", "Cl", "C", "O", "C", "Cl", "C", "Cl"],
  "coordinates": [[0.809, 0.111, 0.200], [-0.075, 1.798, -2.722], [0.813, 2.382, -1.751], [0.303, 3.446, -0.925], [-0.308, 2.955, 0.358], [-0.183, 1.756, 0.876], [-0.996, 1.714, 2.013], [-1.248, 0.680, 2.910], [-2.116, 0.950, 3.948], [-2.714, 2.211, 4.097], [-2.469, 3.241, 3.212], [-1.599, 2.960, 2.166], [-1.141, 3.718, 1.096], [-0.778, 0.539, -2.282], [-0.633, -0.147, -1.168], [-1.429, -1.290, -1.272], [-1.615, -2.346, -0.388], [-2.486, -3.340, -0.781], [-3.156, -3.287, -2.014], [-2.975, -2.240, -2.894], [-2.094, -1.244, -2.492], [-1.661, -0.071, -3.099], [0.498, 1.533, -3.613], [-0.848, 2.509, -3.048], [1.729, 2.572, -2.117], [-0.473, 4.026, -1.445], [1.109, 4.144, -0.689], [-0.778, -0.287, 2.793], [-2.343, 0.175, 4.666], [-3.384, 2.379, 4.929], [-2.927, 4.213, 3.331], [-1.382, 4.674, 0.896], [-1.077, -2.389, 0.549], [-2.654, -4.187, -0.130], [-3.827, -4.091, -2.281], [-3.489, -2.202, -3.845], [-1.934, 0.264, -4.007], [6.938, -3.180, 1.388], [5.380, -2.703, 0.850], [4.776, -1.573, 1.382], [5.556, -0.624, 2.580], [3.516, -1.209, 0.927], [2.742, 0.229, 1.577], [2.816, -1.911, -0.052], [1.616, -1.574, -0.465], [3.447, -3.055, -0.574], [2.599, -3.945, -1.770], [4.704, -3.441, -0.131], [5.441, -4.840, -0.791]],
  "nbo_charge": [0.841, -0.269, -0.617, -0.267, 0.424, -0.504, 0.148, -0.218, -0.202, -0.188, -0.216, 0.092, -0.508, 0.431, -0.481, 0.157, -0.203, -0.202, -0.187, -0.218, 0.094, -0.506, 0.245, 0.206, 0.404, 0.202, 0.245, 0.233, 0.232, 0.232, 0.232, 0.434, 0.235, 0.231, 0.231, 0.231, 0.433, 0.078, -0.121, -0.063, 0.075, -0.171, 0.147, 0.381, -0.721, -0.150, 0.068, -0.040, 0.087]
}

---

{
  "formula": "C25H31N3O7",
  "method": "wB97M-V/def2-TZVPD",
  "e_tot_ev": -45230.5375,
  "max_force_ev_per_a": 0.92,
  "e_above_lowest_ev": 0.717,
  "symbols": ["C", "O", "C", "O", "C", "N", "C", "C", "C", "C", "O", "C", "C", "O", "C", "O", "N", "C", "C", "N", "C", "C", "C", "C", "C", "C", "C", "C", "O", "C", "C", "O", "C", "C", "C", "H", "H", "H", "H", "H", "H", "H", "H", "H", "H", "H", "H", "H", "H", "H", "H", "H", "H", "H", "H", "H", "H", "H", "H", "H", "H", "H", "H", "H", "H", "H"],
  "coordinates": [[0.361, 3.494, -7.927], [0.104, 3.095, -6.592], [0.781, 1.992, -6.173], [1.541, 1.386, -6.891], [0.457, 1.676, -4.798], [-0.440, 2.426, -4.073], [-0.556, 1.943, -2.825], [-1.498, 2.529, -1.843], [0.283, 0.836, -2.723], [0.466, -0.020, -1.562], [0.356, -1.328, -1.835], [0.755, 0.455, -0.319], [1.081, 1.813, 0.060], [1.069, 2.828, -0.608], [1.543, 1.741, 1.510], [1.974, 2.645, 2.196], [1.413, 0.454, 1.914], [1.998, -0.051, 3.128], [1.001, -0.396, 4.266], [0.680, 0.646, 5.210], [-0.068, 1.753, 4.651], [1.807, 1.108, 5.991], [0.884, -0.431, 0.903], [-0.484, -0.979, 1.265], [-1.465, -0.112, 1.727], [-2.709, -0.600, 2.061], [-2.990, -1.947, 1.912], [-2.042, -2.826, 1.403], [-2.286, -4.154, 1.184], [-3.545, -4.678, 1.529], [-0.765, -2.333, 1.076], [0.253, -3.063, 0.502], [0.354, -4.457, 0.720], [0.913, 0.654, -3.980], [1.905, -0.394, -4.331], [0.084, 2.698, -8.622], [1.422, 3.719, -8.059], [-0.242, 4.381, -8.102], [-0.909, 3.239, -4.440], [-1.823, 1.774, -1.132], [-2.364, 2.952, -2.348], [-0.992, 3.319, -1.286], [0.486, -1.891, -1.052], [2.693, 0.716, 3.479], [2.567, -0.953, 2.879], [0.065, -0.749, 3.825], [1.433, -1.220, 4.842], [0.521, 2.367, 3.958], [-0.945, 1.363, 4.137], [-0.403, 2.390, 5.470], [2.493, 1.756, 5.429], [2.361, 0.251, 6.371], [1.427, 1.678, 6.839], [1.583, -1.266, 0.753], [-1.232, 0.937, 1.826], [-3.474, 0.064, 2.435], [-3.971, -2.307, 2.175], [-3.494, -5.737, 1.283], [-3.750, -4.565, 2.599], [-4.348, -4.211, 0.950], [1.365, -4.721, 0.407], [0.222, -4.705, 1.774], [-0.371, -5.010, 0.122], [2.201, -0.286, -5.370], [2.786, -0.303, -3.697], [1.478, -1.383, -4.173]],
  "nbo_charge": [-0.258, -0.530, 0.771, -0.603, -0.057, -0.472, 0.281, -0.664, -0.226, 0.473, -0.654, -0.313, 0.510, -0.548, 0.567, -0.594, -0.419, -0.255, -0.221, -0.438, -0.427, -0.416, -0.032, -0.085, -0.223, -0.217, -0.241, 0.224, -0.507, -0.251, 0.296, -0.554, -0.237, 0.061, -0.655, 0.193, 0.194, 0.192, 0.429, 0.232, 0.216, 0.259, 0.507, 0.238, 0.197, 0.207, 0.195, 0.197, 0.191, 0.196, 0.172, 0.194, 0.200, 0.214, 0.224, 0.219, 0.215, 0.203, 0.180, 0.181, 0.191, 0.184, 0.195, 0.252, 0.219, 0.229]
}

---

{
  "formula": "C45H47IN6O2S2",
  "method": "wB97M-V/def2-TZVPD",
  "e_tot_ev": -90230.5047,
  "max_force_ev_per_a": 1.63,
  "e_above_lowest_ev": 0.000,
  "symbols": ["C", "C", "C", "C", "C", "C", "C", "C", "C", "I", "C", "C", "C", "C", "C", "C", "S", "C", "S", "N", "C", "C", "N", "C", "C", "C", "C", "O", "C", "C", "C", "C", "C", "C", "C", "O", "H", "H", "H", "H", "H", "H", "H", "H", "H", "H", "H", "H", "H", "H", "H", "H", "H", "H", "H", "H", "H", "H", "H", "H", "H", "H", "H", "C", "C", "C", "N", "C", "H", "H", "H", "H", "H", "C", "C", "C", "N", "C", "H", "H", "H", "H", "H", "C", "C", "C", "N", "C", "H", "H", "H", "H", "H", "C", "C", "C", "N", "C", "H", "H", "H", "H", "H"],
  "coordinates": [[4.570, 5.393, 4.708], [3.468, 5.055, 4.397], [2.143, 4.609, 4.007], [2.263, 3.232, 3.335], [0.957, 2.384, 3.427], [0.743, 1.617, 2.137], [1.789, 0.854, 1.661], [1.730, 0.161, 0.472], [2.928, -0.624, 0.024], [2.689, -2.637, 0.845], [4.289, 0.042, 0.324], [5.413, -0.841, 0.878], [0.552, 0.219, -0.283], [0.492, -0.464, -1.644], [1.275, 0.391, -2.658], [0.785, 1.827, -2.702], [2.106, 2.968, -3.245], [1.472, 4.402, -2.383], [0.278, 5.263, -3.020], [2.020, 4.711, -1.116], [2.948, 5.718, -0.892], [3.178, 5.693, 0.443], [2.436, 4.714, 1.054], [1.759, 4.146, 0.088], [-0.532, 0.938, 0.208], [-0.441, 1.644, 1.423], [-1.646, 2.396, 1.877], [-1.613, 3.482, 2.408], [-2.932, 1.714, 1.586], [-3.997, 1.716, 2.461], [-5.154, 1.043, 2.127], [-5.254, 0.408, 0.911], [-4.196, 0.409, 0.023], [-3.029, 1.050, 0.381], [-1.844, 1.054, -0.515], [-1.939, 1.176, -1.714], [5.616, 5.402, 4.869], [1.815, 5.312, 3.244], [1.462, 4.617, 4.852], [3.099, 2.658, 3.722], [2.481, 3.417, 2.287], [1.133, 1.651, 4.212], [0.110, 3.007, 3.661], [2.689, 0.809, 2.251], [2.900, -0.795, -1.035], [4.660, 0.438, -0.620], [4.196, 0.889, 0.995], [5.196, -1.125, 1.903], [5.603, -1.697, 0.240], [6.314, -0.233, 0.901], [1.003, -1.424, -1.552], [-0.515, -0.668, -1.975], [1.135, -0.036, -3.652], [2.346, 0.373, -2.478], [0.479, 2.192, -1.728], [-0.069, 1.931, -3.359], [3.334, 6.352, -1.663], [3.847, 6.374, 0.937], [1.070, 3.331, 0.240], [-3.907, 2.225, 3.410], [-5.977, 1.023, 2.823], [-6.151, -0.115, 0.618], [-4.285, -0.079, -0.932], [-7.116, -0.627, 6.776], [-6.003, -1.371, 6.298], [-5.101, -0.475, 5.792], [-5.626, 0.780, 5.943], [-6.853, 0.695, 6.545], [-8.007, -1.020, 7.238], [-5.880, -2.441, 6.325], [-4.135, -0.621, 5.339], [-5.181, 1.632, 5.657], [-7.430, 1.580, 6.756], [-3.898, -3.271, -2.486], [-2.863, -2.626, -1.754], [-1.875, -3.551, -1.542], [-2.273, -4.729, -2.109], [-3.503, -4.566, -2.691], [-4.821, -2.834, -2.827], [-2.845, -1.602, -1.425], [-0.928, -3.470, -1.036], [-1.745, -5.582, -2.102], [-3.986, -5.381, -3.202], [-2.316, -1.595, -7.253], [-2.696, -2.943, -7.488], [-2.634, -3.598, -6.286], [-2.230, -2.701, -5.338], [-2.037, -1.478, -5.917], [-2.256, -0.803, -7.981], [-2.982, -3.381, -8.430], [-2.844, -4.622, -6.025], [-2.101, -2.908, -4.362], [-1.721, -0.632, -5.330], [6.355, -6.362, -2.532], [4.969, -6.666, -2.620], [4.296, -5.717, -1.899], [5.220, -4.854, -1.377], [6.476, -5.237, -1.760], [7.167, -6.905, -2.984], [4.520, -7.488, -3.153], [3.245, -5.580, -1.712], [5.005, -4.061, -0.800], [7.343, -4.680, -1.452]],
  "lowdin_charge": [0.096, -0.160, -0.202, -0.195, -0.097, -0.146, 0.014, -0.247, -0.598, 0.905, -0.264, -0.155, -0.115, -0.119, -0.222, -0.465, 0.867, -1.069, 0.787, -0.148, -0.057, -0.111, 0.052, -0.122, -0.032, -0.043, -0.269, 0.133, -0.091, -0.001, -0.058, -0.050, 0.002, -0.091, -0.268, 0.128, 0.015, 0.101, 0.117, 0.109, 0.048, 0.122, 0.092, 0.126, 0.044, 0.114, 0.095, 0.055, 0.042, 0.076, 0.087, 0.096, 0.119, 0.083, 0.047, 0.078, 0.119, 0.106, 0.124, 0.115, 0.105, 0.113, 0.109, -0.112, -0.111, -0.149, -0.002, -0.143, 0.090, 0.090, 0.105, 0.133, 0.105, -0.109, -0.109, -0.133, 0.014, -0.145, 0.099, 0.063, 0.103, 0.147, 0.111, -0.115, -0.116, -0.145, 0.015, -0.141, 0.088, 0.087, 0.100, 0.106, 0.101, -0.114, -0.114, -0.151, 0.000, -0.144, 0.089, 0.088, 0.096, 0.073, 0.104]
}